# 1
Formula: C48H120O24
Source: OMol25
Level of theory: ωB97M-V/def2-TZVPD

```
192
Properties=species:S:1:pos:R:3:lowdin_charge:R:1
C -1.11 0.71 7.33 -0.088
O -0.26 1.27 6.31 -0.243
C -0.81 2.47 5.81 -0.164
C 0.24 3.24 4.93 -0.150
O 0.66 2.46 3.84 -0.148
C 1.43 3.08 2.89 -0.147
H -0.90 1.22 8.27 0.101
H -0.96 -0.35 7.50 0.050
H -2.16 0.64 7.06 0.095
H -1.05 3.18 6.60 0.121
H -1.74 2.34 5.24 0.128
H 1.03 3.68 5.53 0.130
H -0.31 4.07 4.50 0.120
H 2.48 3.14 3.17 0.125
H 1.01 4.07 2.67 0.051
H 1.41 2.51 1.96 0.083
C 1.22 0.99 -1.13 -0.011
O 0.23 1.47 -0.19 -0.254
C 0.09 0.72 1.01 -0.179
C -1.01 -0.42 0.90 -0.068
O -0.72 -1.43 -0.11 -0.261
C -1.36 -2.70 0.09 -0.071
H 1.29 1.71 -1.94 0.081
H 0.85 0.06 -1.58 0.083
H 2.26 0.80 -0.86 0.113
H -0.22 1.45 1.75 0.108
H 1.00 0.35 1.48 0.105
H -2.03 -0.12 0.68 0.104
H -1.00 -0.98 1.84 0.113
H -1.41 -3.29 -0.83 -0.037
H -2.43 -2.65 0.31 0.098
H -0.88 -3.26 0.89 0.079
C -1.44 -3.40 6.03 -0.060
O -0.35 -3.65 5.10 -0.170
C -0.73 -3.54 3.74 -0.177
C 0.21 -4.08 2.70 -0.127
O 1.50 -3.35 2.73 -0.281
C 2.25 -3.45 3.98 -0.052
H -1.70 -2.36 6.23 0.066
H -1.33 -3.96 6.96 0.097
H -2.35 -3.62 5.49 0.077
H -0.98 -2.50 3.54 0.120
H -1.61 -4.17 3.68 0.118
H -0.10 -4.18 1.66 0.054
H 0.42 -5.10 3.00 0.138
H 2.04 -2.69 4.73 0.067
H 3.32 -3.38 3.80 0.104
H 2.27 -4.42 4.49 0.103
C 3.32 -0.84 3.28 -0.083
O 2.21 -0.10 2.86 -0.154
C 0.98 -0.62 3.29 -0.192
C 0.67 -0.53 4.81 -0.179
O 1.54 -1.31 5.49 -0.186
C 1.44 -1.04 6.82 -0.111
H 4.03 -0.83 2.46 0.108
H 2.97 -1.85 3.50 0.024
H 3.82 -0.40 4.15 0.101
H 0.83 -1.63 2.91 0.087
H 0.20 -0.17 2.68 0.075
H -0.33 -0.93 4.95 0.125
H 0.73 0.53 5.05 0.106
H 0.42 -1.17 7.18 0.057
H 1.79 -0.05 7.13 0.107
H 2.03 -1.68 7.48 0.102
C 0.72 6.08 1.78 -0.121
O 1.07 5.51 0.53 -0.127
C 1.37 4.15 0.72 -0.200
C 1.55 3.34 -0.59 -0.236
O 2.77 3.19 -1.27 -0.276
C 3.80 2.45 -0.62 -0.031
H 1.52 6.19 2.51 0.109
H -0.09 5.52 2.24 0.049
H 0.26 7.04 1.52 0.092
H 0.63 3.64 1.33 0.062
H 2.35 4.06 1.20 0.122
H 0.86 3.77 -1.32 0.067
H 1.13 2.37 -0.35 -0.006
H 3.91 2.92 0.36 0.084
H 4.69 2.54 -1.24 0.107
H 3.67 1.43 -0.25 0.080
C -0.91 5.23 -1.31 -0.084
O -2.05 4.92 -2.09 -0.150
C -1.86 4.13 -3.20 -0.185
C -1.46 2.69 -2.94 -0.186
O -2.18 2.12 -1.90 -0.136
C -2.06 0.73 -1.73 -0.098
H -0.06 5.70 -1.82 0.102
H -0.41 4.34 -0.94 0.061
H -1.16 5.81 -0.42 0.061
H -1.13 4.56 -3.88 0.128
H -2.82 4.19 -3.71 0.135
H -0.41 2.71 -2.67 0.099
H -1.46 2.23 -3.93 0.143
H -2.25 0.10 -2.59 0.090
H -2.79 0.38 -1.00 0.118
H -1.03 0.54 -1.41 0.070
C -1.98 6.54 1.51 -0.134
O -3.20 6.06 1.03 -0.171
C -3.48 4.72 0.52 -0.120
C -3.17 3.65 1.59 -0.127
O -1.77 3.25 1.73 -0.144
C -1.27 2.45 0.68 -0.167
H -1.24 6.53 0.71 0.034
H -1.52 5.87 2.24 0.058
H -2.05 7.51 2.01 0.110
H -2.84 4.56 -0.34 0.082
H -4.52 4.73 0.20 0.132
H -3.75 2.73 1.48 0.118
H -3.47 4.13 2.53 0.119
H -0.21 2.23 0.79 0.000
H -1.49 2.85 -0.31 0.099
H -1.90 1.56 0.72 0.092
C 0.08 -5.42 0.33 -0.121
O -1.10 -4.72 0.35 -0.347
C -2.17 -5.64 0.67 -0.101
C -3.40 -4.81 0.96 -0.142
O -3.19 -3.69 1.85 -0.215
C -4.09 -2.66 1.82 -0.116
H 0.29 -5.97 1.24 0.107
H 1.00 -4.90 0.08 0.115
H -0.01 -6.10 -0.52 0.110
H -1.91 -6.18 1.58 0.132
H -2.20 -6.40 -0.12 0.129
H -4.14 -5.50 1.36 0.133
H -3.83 -4.52 0.00 0.122
H -5.13 -2.90 2.02 0.096
H -3.98 -2.15 0.86 0.087
H -3.78 -2.01 2.64 0.102
C -3.21 -2.26 -3.70 -0.105
O -2.74 -2.55 -2.45 -0.185
C -1.82 -3.67 -2.32 -0.170
C -2.32 -5.11 -2.63 -0.152
O -2.26 -5.32 -4.05 -0.177
C -2.17 -6.72 -4.43 -0.071
H -2.35 -2.09 -4.35 0.103
H -3.84 -1.38 -3.61 0.101
H -3.78 -3.11 -4.09 0.094
H -1.57 -3.68 -1.26 -0.002
H -0.89 -3.38 -2.80 0.114
H -3.26 -5.26 -2.10 0.122
H -1.55 -5.68 -2.10 0.097
H -1.68 -6.84 -5.39 0.084
H -3.16 -7.17 -4.54 0.079
H -1.63 -7.23 -3.63 0.077
C 4.51 -3.70 -3.23 -0.107
O 3.53 -3.72 -2.18 -0.196
C 2.70 -2.54 -2.23 -0.127
C 1.65 -2.71 -1.07 -0.187
O 2.30 -2.88 0.14 -0.069
C 1.51 -2.49 1.23 -0.187
H 4.00 -3.94 -4.16 0.084
H 5.32 -4.41 -3.02 0.078
H 5.06 -2.76 -3.33 0.074
H 2.25 -2.33 -3.21 0.111
H 3.46 -1.78 -2.08 0.121
H 1.04 -3.61 -1.22 0.122
H 1.08 -1.79 -1.15 0.082
H 0.60 -3.07 1.37 0.065
H 1.33 -1.43 1.08 0.106
H 2.06 -2.48 2.17 0.006
C 0.42 2.34 -8.31 -0.099
O 0.40 3.11 -7.11 -0.172
C 1.68 2.97 -6.50 -0.219
C 1.92 3.83 -5.20 -0.093
O 1.67 3.06 -3.97 -0.183
C 1.78 3.76 -2.79 -0.199
H 0.13 1.37 -7.93 0.089
H 1.36 2.21 -8.84 0.090
H -0.42 2.72 -8.90 0.091
H 2.43 3.32 -7.21 0.120
H 1.97 1.93 -6.37 0.052
H 1.16 4.58 -5.37 0.113
H 2.78 4.49 -5.20 0.123
H 1.50 3.01 -2.05 0.015
H 1.14 4.64 -2.64 0.101
H 2.79 4.05 -2.50 0.132
C 3.27 -0.03 -6.02 -0.085
O 2.05 -0.48 -5.37 -0.165
C 1.71 0.54 -4.35 -0.135
C 0.37 0.12 -3.68 -0.125
O 0.67 -1.07 -2.90 -0.220
C -0.53 -1.63 -2.36 -0.167
H 3.08 0.95 -6.46 0.052
H 3.68 -0.60 -6.86 0.085
H 4.11 -0.02 -5.32 0.088
H 1.51 1.46 -4.90 0.068
H 2.47 0.81 -3.61 0.134
H -0.38 -0.07 -4.46 0.139
H -0.02 0.88 -3.00 0.062
H -1.34 -1.00 -1.99 0.070
H -0.18 -2.13 -1.46 0.052
H -0.97 -2.34 -3.06 0.057
```

The value obtained for the LUMO energy is 0.01311 Ha. The molar mass comes out at 1081.5 g mol⁻¹. As for the electronic energy: -3704.3199 Ha. The value obtained for the energy above the lowest of the compared OMol25 structures with the same formula, charge and spin is 4560.7 kJ/mol.



# 2
Formula: C17H21AlN2O3Te
Source: OMol25
Level of theory: ωB97M-V/def2-TZVPD

```
45
Properties=species:S:1:pos:R:3:lowdin_charge:R:1
Al 1.26 0.34 0.70 0.191
N 2.51 -0.65 -0.47 0.090
N 3.67 -0.74 0.36 0.078
C 3.50 -0.55 1.75 -0.576
O 4.36 -0.80 2.52 0.195
O 2.28 -0.06 2.04 -0.028
H 2.18 -1.57 -0.77 0.138
H 2.78 -0.14 -1.32 0.150
H 4.40 -1.37 0.05 0.172
C 1.66 4.19 -0.86 -0.119
C 1.41 4.37 0.64 -0.120
C 1.89 3.08 1.23 -0.049
O 1.45 2.06 0.19 -0.198
C 1.26 2.76 -1.13 -0.063
H 2.71 4.35 -1.10 0.135
H 1.06 4.87 -1.46 0.140
H 0.35 4.52 0.85 0.136
H 1.96 5.21 1.06 0.145
H 1.44 2.78 2.17 0.140
H 2.97 2.99 1.28 0.150
H 0.21 2.63 -1.39 0.135
H 1.89 2.24 -1.85 0.131
Te -0.92 -0.85 1.48 1.702
C -2.56 -0.09 0.46 -0.511
C -3.73 0.00 1.20 -0.126
C -4.88 0.44 0.56 -0.040
C -4.85 0.78 -0.78 -0.034
C -3.67 0.69 -1.51 -0.051
C -2.50 0.25 -0.89 -0.138
C -0.53 -2.62 0.46 -0.513
C -0.55 -3.78 1.21 -0.114
C -0.37 -5.00 0.56 -0.034
C -0.17 -5.04 -0.81 -0.032
C -0.14 -3.86 -1.55 -0.051
C -0.32 -2.64 -0.92 -0.158
H -3.76 -0.26 2.25 0.103
H -5.81 0.51 1.12 0.125
H -5.75 1.11 -1.27 0.125
H -3.65 0.95 -2.56 0.120
H -1.59 0.18 -1.46 0.082
H -0.71 -3.76 2.28 0.108
H -0.39 -5.92 1.13 0.127
H -0.04 -5.99 -1.31 0.126
H 0.01 -3.90 -2.62 0.122
H -0.32 -1.73 -1.51 0.087
```

The value obtained for the LUMO energy is -0.25260 Ha. The molar mass comes out at 455.9 g mol⁻¹. As for the electronic energy: -1505.6029 Ha. Its net charge is +2.



Q: Number 1 is which compound?
A: C48H120O24



Q: Which formula does entry 2 have?
A: C17H21AlN2O3Te